Entry 1:
A gas-phase ion, C6H13N3O (charge +2) in a non-equilibrium geometry. Source: the Open Molecules 2025 dataset; level of theory: ωB97M-V/def2-TZVPD.

Atoms and positions in Å:
H1 1.648 2.021 -1.756
H2 1.798 -1.040 0.181
C1 -2.207 -1.644 -0.481
H3 -2.879 -1.840 0.275
N1 -0.827 0.231 -0.848
O1 -1.498 1.406 2.049
H4 -2.689 -2.081 -1.323
H5 0.385 -0.155 1.984
H6 2.783 0.378 0.493
H7 2.623 -1.004 1.606
C2 0.599 1.611 0.765
N2 1.154 0.488 1.598
C3 -2.012 -0.214 -0.741
H8 -1.307 -2.374 -0.444
H9 -1.351 2.912 0.731
C4 0.139 1.045 -0.755
C5 -0.861 2.031 1.238
N3 0.743 1.580 -1.743
C6 2.148 -0.303 0.997
H10 0.468 1.504 -2.749
H11 1.751 1.013 2.407
H12 1.286 2.385 0.649
H13 -2.875 0.562 -0.914

Summary:
Energy relative to the best compared isomer or geometry (same formula, charge and spin), kJ/mol: 284.12
Maximum force, eV/A: 5.24
LUMO level, eV: -7.886
Total charge: +2
E_tot, hartree: -475.20006

Entry 2:
C5H10O in the gas phase. Source: the Open Molecules 2025 dataset; level of theory: ωB97M-V/def2-TZVPD.

Atoms and positions in Å:
O1 1.320 -0.121 -0.472
H1 3.200 -0.688 -0.899
H2 -0.732 1.707 -0.511
C1 0.394 0.165 0.551
H3 -1.318 -1.291 -0.957
H4 0.161 -0.747 1.131
H5 -3.013 1.041 0.238
C2 -1.644 -0.254 -0.952
H6 3.070 0.351 0.546
C3 -2.225 0.298 0.317
H7 -2.329 -0.372 1.167
H8 0.816 0.899 1.260
C4 -0.844 0.700 -0.117
H9 2.576 -1.365 0.629
C5 2.596 -0.470 -0.014
H10 -2.028 0.097 -1.905

Summary:
Energy relative to the best compared isomer or geometry (same formula, charge and spin), kJ/mol: 149.44
Maximum force, eV/A: 0.32
LUMO level, eV: 1.179
Total charge: 0
E_tot, hartree: -271.69570

Entry 3:
4 unconnected molecules or ions with the total composition C16H28N4 in a non-equilibrium geometry. Source: the Open Molecules 2025 dataset; level of theory: ωB97M-V/def2-TZVPD.

Atoms and positions in Å:
C1 -1.634 -4.173 1.645
C2 0.900 -2.231 -1.717
C3 -1.955 4.013 -4.789
H1 -0.165 0.978 -2.285
C4 -2.035 -3.649 0.338
H2 -0.365 -2.480 3.519
H3 3.050 1.966 2.816
H4 2.619 -0.676 5.454
H5 0.023 -4.728 2.809
H6 -0.706 0.056 0.084
C5 -1.882 3.929 -2.309
N1 -0.168 0.297 4.583
C6 0.976 0.242 4.688
H7 -2.468 5.587 -3.439
C7 2.717 1.004 2.415
H8 -1.116 2.155 -4.119
H9 1.675 1.063 2.124
C8 3.054 -0.119 3.384
N2 -2.358 -3.231 -0.682
H10 0.423 -4.199 1.136
H11 -0.965 4.448 -4.950
N3 -1.337 3.490 -1.405
C9 0.449 0.224 -1.789
H12 1.466 0.507 -2.069
N4 1.519 -3.050 -1.199
H13 -2.284 -3.688 2.388
H14 1.197 -2.410 2.669
H15 1.040 -0.277 0.231
C10 0.288 0.333 -0.273
H16 2.844 1.065 5.246
H17 0.169 -1.147 -3.389
H18 -2.750 1.980 -4.702
C11 -0.171 -3.994 2.029
H19 4.118 -0.320 3.453
H20 -0.981 -1.371 -2.146
H21 -1.969 -5.208 1.750
H22 -0.254 -1.787 1.919
C12 0.079 -1.164 -2.300
H23 -3.611 4.203 -3.413
C13 -1.811 2.498 -4.894
C14 -2.564 4.502 -3.458
C15 2.427 0.171 4.786
H24 2.516 -1.023 3.089
H25 3.333 0.841 1.525
H26 -2.551 4.412 -5.612
H27 0.416 1.337 0.137
C16 0.130 -2.590 2.551
H28 -1.327 2.215 -5.827

Summary:
Energy relative to the best compared isomer or geometry (same formula, charge and spin), kJ/mol: 23.37
Maximum force, eV/A: 1.93
LUMO level, eV: 0.751
Total charge: 0
E_tot, hartree: -845.44010

Entry 4:
2 unconnected molecules or ions with the total composition CH4S2 in a non-equilibrium geometry. Source: the Open Molecules 2025 dataset; level of theory: ωB97M-V/def2-TZVPD.

Atoms and positions in Å:
H1 2.623 -0.708 0.298
H2 -2.489 -0.602 0.491
S1 2.366 0.391 -0.318
H3 -0.724 -0.900 -0.266
H4 1.525 0.813 0.689
S2 -1.688 1.236 -0.777
C1 -1.613 -0.230 -0.116

Summary:
Energy relative to the best compared isomer or geometry (same formula, charge and spin), kJ/mol: 129.40
Maximum force, eV/A: 1.88
LUMO level, eV: -0.436
Total charge: 0
E_tot, hartree: -836.81689

Entry 5:
C2H6N2O in the gas phase in a non-equilibrium geometry. Source: the Open Molecules 2025 dataset; level of theory: ωB97M-V/def2-TZVPD.

Atoms and positions in Å:
H1 2.927 -0.018 0.438
H2 0.641 -1.033 -0.159
N1 1.114 -0.209 0.261
O1 2.335 0.047 -0.320
H3 0.875 1.816 0.111
C1 -1.666 -0.331 -0.092
N2 -0.932 0.944 -0.138
C2 0.315 0.877 0.078
H4 -1.339 -1.067 -0.874
H5 -2.773 -0.080 -0.119
H6 -1.498 -0.948 0.813

Summary:
Energy relative to the best compared isomer or geometry (same formula, charge and spin), kJ/mol: 318.81
Maximum force, eV/A: 2.38
LUMO level, eV: 0.876
Total charge: 0
E_tot, hartree: -264.46589

Entry 6:
10 unconnected molecules or ions with the total composition C40H60N10 in a non-equilibrium geometry. Source: the Open Molecules 2025 dataset; level of theory: ωB97M-V/def2-TZVPD.

Atoms and positions in Å:
C1 -2.080 -2.144 -4.204
C2 -4.208 0.509 -1.462
N1 0.122 -0.145 1.444
H1 -2.364 -4.469 0.972
H2 -0.399 -3.456 -6.729
H3 2.111 -1.856 -1.368
H4 0.397 1.111 -3.680
H5 3.314 3.317 2.400
H6 -4.207 -5.015 2.704
C3 -1.795 -3.368 3.670
H7 3.861 -3.384 1.117
H8 -1.253 0.881 4.250
H9 -3.317 -4.587 4.732
C4 -2.866 4.230 0.968
H10 -3.270 -6.446 3.199
H11 3.640 -2.722 -1.642
H12 5.828 3.002 1.568
C5 3.480 2.234 -3.870
C6 2.302 -2.883 2.369
H13 -0.250 -0.817 -6.585
C7 -0.593 0.207 -0.690
H14 -1.444 -5.914 1.722
H15 2.193 -3.209 -3.989
H16 -0.353 -1.813 0.272
C8 5.529 3.292 0.561
H17 -2.896 2.368 5.767
H18 -0.227 2.367 -0.580
H19 0.247 -4.238 -3.424
H20 -1.680 4.485 -0.989
H21 -3.734 7.447 1.044
C9 -3.548 5.234 1.658
H22 -2.680 -2.284 -3.317
H23 -1.735 -5.188 4.405
H24 0.150 -0.673 2.305
C10 5.575 2.049 -0.241
C11 1.384 1.510 -3.864
H25 -2.573 3.256 1.330
C12 0.369 1.499 4.962
C13 -3.204 -5.408 2.874
H26 -3.039 -6.149 1.125
H27 2.092 3.751 1.159
C14 2.167 -3.434 -2.923
C15 0.348 -4.113 -1.364
C16 -5.226 -1.409 -1.677
C17 2.585 1.393 -3.225
C18 3.674 -2.573 1.821
H28 -2.101 -4.071 -4.880
H29 1.868 -2.268 3.158
H30 4.248 4.995 0.991
H31 -5.913 -2.201 -1.936
C19 -2.515 -4.547 3.994
H32 4.375 -2.611 2.655
N2 -1.708 -3.152 -5.029
H33 3.060 3.791 -5.490
H34 3.799 4.106 -0.399
C20 -1.797 3.526 4.353
C21 -0.817 -1.395 -5.870
H35 1.540 -2.840 1.591
C22 -0.153 1.387 -0.133
C23 0.049 1.159 1.205
N3 5.693 1.072 -0.880
H36 6.295 4.002 0.252
H37 0.694 3.001 -5.178
C24 -2.325 4.824 -0.192
H38 4.317 -1.230 0.265
H39 3.032 -1.458 -2.762
C25 -3.401 6.432 0.884
H40 3.037 2.278 1.082
H41 -1.451 3.018 6.471
C26 -4.040 -1.618 -0.977
N4 -2.778 6.144 -0.262
N5 -1.282 -2.320 3.380
H42 -2.575 -0.210 -0.335
N6 4.659 0.756 2.673
H43 -2.516 3.296 3.567
N7 1.499 2.526 -4.797
C27 -5.244 -0.123 -2.080
H44 -0.821 3.633 3.880
H45 2.636 -4.357 -2.582
H46 -2.599 6.827 -0.984
H47 -3.971 5.160 2.650
N8 1.488 1.702 4.633
H48 -3.916 1.548 -1.518
C28 3.736 -1.216 1.187
C29 4.287 -0.128 2.017
C30 2.759 -2.299 -2.125
H49 -3.663 -2.563 -0.614
N9 -3.453 -0.392 -0.799
C31 -2.384 -5.390 1.554
H50 -2.000 4.538 4.704
C32 -1.027 1.258 5.248
C33 3.085 3.338 1.335
H51 0.214 -2.593 -2.888
N10 -0.102 -4.512 -0.410
C34 -0.332 -0.733 0.264
C35 -0.818 -2.759 -6.019
C36 0.660 -3.564 -2.673
H52 2.162 -3.914 2.692
H53 -1.325 0.438 5.901
H54 4.532 2.333 -3.647
H55 -5.985 0.333 -2.719
C37 -1.854 2.601 5.548
C38 2.836 2.944 -4.858
H56 -0.857 0.168 -1.737
H57 -1.632 0.005 -4.395
H58 2.767 0.909 -2.276
H59 2.760 -0.841 0.880
H60 0.229 1.841 2.022
C39 -1.574 -1.002 -4.781
C40 4.186 3.975 0.612

Summary:
Maximum force, eV/A: 6.04
LUMO level (spin up / spin down), eV: 2.082 / 1.987
Total charge: -1
E_tot, hartree: -2107.50437
Spin multiplicity: 2

Entry 7:
A gas-phase ion, C6H12N3S (charge +1) in a non-equilibrium geometry. Source: the Open Molecules 2025 dataset; level of theory: ωB97M-V/def2-TZVPD.

Atoms and positions in Å:
S1 1.070 -1.924 -0.417
C1 -1.830 0.276 -1.019
C2 2.223 0.946 0.079
N1 -0.713 0.122 0.954
H1 -1.104 -2.348 0.241
C3 1.786 0.659 -1.121
C4 -1.496 -0.091 2.155
H2 1.402 1.228 -1.891
N2 -1.356 0.996 0.071
H3 -2.606 0.822 -1.675
N3 -1.309 -0.831 -1.309
H4 -1.633 0.988 2.505
H5 -1.006 -0.679 3.019
H6 2.857 -1.097 -1.648
H7 1.406 -0.936 -2.611
H8 1.985 1.966 0.410
H9 0.302 0.514 1.156
H10 2.782 0.372 0.709
H11 -1.664 1.869 0.371
C5 1.871 -0.704 -1.649
C6 -0.627 -1.439 -0.313
H12 -2.341 -0.705 1.984

Summary:
Energy relative to the best compared isomer or geometry (same formula, charge and spin), kJ/mol: 360.50
Maximum force, eV/A: 4.43
LUMO level, eV: -3.324
Total charge: +1
E_tot, hartree: -797.89285

Entry 8:
A molecular structure, C28H43BN9SbTl in a non-equilibrium geometry. Source: the Open Molecules 2025 dataset; level of theory: ωB97M-V/def2-TZVPD.

Atoms and positions in Å:
N1 -3.286 0.553 -3.448
C1 -0.178 2.914 -2.856
H1 1.319 -5.421 0.911
H2 4.762 4.579 -1.988
H3 -0.765 4.123 0.323
H4 0.583 5.182 2.256
H5 0.496 5.220 -0.410
H6 4.302 3.433 -0.830
H7 4.241 -4.624 0.566
C2 2.095 0.036 2.529
H8 3.034 -4.621 -0.699
C3 -1.265 1.518 2.645
B1 -3.336 -1.492 3.371
N2 -2.721 -0.080 2.964
N3 -2.234 -0.057 -1.564
H9 1.213 -2.090 -6.349
C4 -1.201 -0.566 -3.846
C5 2.193 -1.316 2.075
H10 3.714 5.093 -0.647
N4 -0.446 -0.848 -6.056
H11 -0.058 -4.654 1.706
C6 -0.704 4.270 -3.251
H12 -4.654 -4.670 0.073
H13 -0.077 4.820 -3.982
C7 -4.417 -3.170 1.770
H14 -2.140 0.220 -5.645
H15 2.782 0.273 3.383
H16 2.031 4.727 1.480
H17 -4.200 1.122 4.015
H18 0.294 -3.394 4.085
H19 -4.930 1.333 -2.496
C8 -3.243 1.085 3.478
C9 0.546 -2.392 3.795
N5 -2.295 -2.657 1.304
H20 -1.674 4.255 -3.705
C10 3.887 4.285 -1.391
H21 -4.416 -1.353 3.826
H22 1.482 -2.403 -3.799
H23 -3.739 0.721 -0.225
H24 1.228 -5.332 2.656
C11 1.007 4.417 1.576
H25 4.864 -0.488 1.107
Tl1 -0.473 -1.138 0.287
C12 -3.333 0.573 -1.232
C13 1.354 -2.368 2.537
C14 -2.344 2.136 3.294
H26 2.152 4.841 -2.551
H27 -2.019 -4.011 -0.335
N6 -0.183 -1.277 -3.345
H28 -5.391 -3.067 2.271
H29 4.196 -3.386 -0.691
C15 0.331 4.367 0.239
C16 -2.220 -0.098 -2.945
C17 2.820 -3.156 0.919
H30 1.014 0.257 2.905
H31 -2.439 3.181 3.650
C18 0.666 -1.793 -4.210
C19 3.619 -4.013 -0.008
H32 2.405 0.658 1.689
H33 0.323 2.424 -3.703
C20 -2.702 -3.624 0.434
C21 -4.058 -3.983 0.668
C22 0.550 -1.587 -5.618
H34 4.714 -1.503 -0.353
H35 3.624 -0.109 -0.021
H36 -0.416 -1.861 3.674
C23 1.724 -3.505 1.711
Sb1 1.148 2.768 -1.096
H37 0.984 3.476 2.102
H38 -2.651 -2.051 4.200
C24 1.051 -4.799 1.749
H39 -0.795 4.949 -2.383
H40 -0.984 2.239 -2.507
C25 3.130 -1.776 1.160
C26 -1.309 -0.340 -5.226
H41 1.000 -1.977 4.698
N7 -3.972 0.959 -2.371
C27 2.641 3.925 -2.229
N8 -3.363 -2.395 2.098
H42 2.864 3.285 -3.135
N9 -1.523 0.195 2.406
H43 -0.403 1.983 2.142
C28 4.172 -0.948 0.423

Summary:
Energy relative to the best compared isomer or geometry (same formula, charge and spin), kJ/mol: 95.68
Maximum force, eV/A: 3.56
LUMO level (spin up / spin down), eV: -5.584 / -5.695
Total charge: +1
E_tot, hartree: -2022.79019

Entry 9:
C19H23N3O3S in the gas phase in a non-equilibrium geometry. Source: the Open Molecules 2025 dataset; level of theory: ωB97M-V/def2-TZVPD.

Atoms and positions in Å:
C1 -2.736 -0.794 -0.086
H1 7.386 -1.868 -2.079
H2 5.554 1.433 1.300
H3 7.893 0.847 1.357
C2 3.660 0.115 -0.487
H4 -0.743 -3.040 0.061
O1 -2.001 -2.504 1.371
O2 -2.266 2.734 -0.421
C3 7.752 -0.533 -0.328
H5 -0.781 -3.840 1.453
H6 -6.871 -2.017 -0.651
C4 2.825 1.257 0.334
H7 4.892 -1.546 -2.007
H8 -4.866 0.546 0.745
S1 -0.055 -0.128 -1.456
C5 -0.649 1.082 -0.482
N1 1.567 1.259 0.056
H9 -4.431 2.199 -0.261
N2 -3.045 0.496 -0.233
C6 5.097 -0.154 -0.331
C7 -2.267 -0.950 1.369
C8 5.532 -0.952 -1.233
C9 -6.718 -0.954 -0.464
C10 7.239 0.316 0.392
C11 7.023 -1.081 -1.407
H10 -5.901 1.195 -1.544
H11 -2.056 -1.257 -0.815
C12 -5.138 0.557 -1.445
C13 -0.810 -2.933 1.261
C14 0.216 2.568 1.557
H12 -3.206 -0.949 2.066
C15 1.603 0.129 -1.115
H13 -7.582 -0.250 -1.000
H14 -3.723 -1.482 -0.341
H15 -6.450 -0.876 0.546
H16 3.273 1.973 1.195
H17 -1.568 -0.463 1.814
C16 0.443 1.548 0.350
H18 0.008 -2.282 1.348
H19 0.987 3.375 1.152
C17 -2.099 1.387 -0.161
H20 0.517 2.258 2.364
C18 -4.336 0.869 -0.362
H21 -0.668 2.992 1.525
N3 2.813 -0.243 -1.221
H22 -4.495 0.544 -2.276
O3 -5.471 -0.658 -1.375
H23 8.835 -0.636 -0.711
C19 5.818 0.711 0.672

Summary:
Energy relative to the best compared isomer or geometry (same formula, charge and spin), kJ/mol: 2091.44
Maximum force, eV/A: 17.76
LUMO level, eV: -0.200
Total charge: 0
E_tot, hartree: -1525.28164

Entry 10:
A molecular structure, C4H6O in a non-equilibrium geometry. Source: the Open Molecules 2025 dataset; level of theory: ωB97M-V/def2-TZVPD.

Atoms and positions in Å:
H1 -1.524 -1.998 1.970
C1 -1.268 -1.725 0.938
C2 1.338 1.052 -0.308
C3 -0.357 0.783 -0.678
H2 -1.020 1.612 -0.398
H3 1.946 0.390 -0.934
H4 -0.148 -2.030 0.113
H5 -0.365 0.321 -1.672
C4 -0.723 -0.777 0.287
H6 1.693 1.979 0.146
O1 0.428 0.393 0.537

Summary:
Maximum force, eV/A: 4.43
LUMO level (spin up / spin down), eV: -13.909 / -13.908
Total charge: +2
E_tot, hartree: -230.07476

Entry 11:
7 unconnected molecules or ions with the total composition C4H19NO8S in a non-equilibrium geometry. Source: the Open Molecules 2025 dataset; level of theory: ωB97M-V/def2-TZVPD.

Atoms and positions in Å:
H1 0.545 -0.125 -4.074
H2 1.666 3.110 -1.651
O1 -1.175 -0.084 -1.813
O2 0.682 2.796 0.772
C1 -0.768 -2.501 1.809
H3 -1.870 0.506 -1.514
C2 0.484 -0.952 0.127
H4 2.588 2.271 -0.995
O3 1.275 -1.513 -2.997
O4 2.611 3.139 -1.429
C3 -0.607 -1.110 1.185
O5 1.499 -1.605 0.177
H5 -1.166 0.095 -2.767
H6 -1.585 -2.536 2.550
O6 0.104 1.303 3.828
H7 -0.551 -0.447 2.096
H8 -0.034 2.993 1.386
H9 -2.682 -1.214 0.492
H10 0.318 -0.051 -0.473
H11 1.733 0.811 -4.166
O7 -1.492 1.378 1.477
N1 -1.838 -0.637 0.480
C4 -2.257 0.666 0.848
S1 0.659 -3.232 2.562
H12 0.091 1.173 2.865
H13 1.479 3.147 1.182
H14 -1.145 -3.260 1.084
H15 1.685 -3.261 1.685
O8 0.776 0.803 -4.254
H16 1.532 -1.228 -2.105
H17 -3.184 0.900 0.384
H18 0.342 -1.753 -2.926
H19 0.284 0.418 4.173

Summary:
Energy relative to the best compared isomer or geometry (same formula, charge and spin), kJ/mol: 0.00
Maximum force, eV/A: 4.01
LUMO level, eV: -0.015
Total charge: 0
E_tot, hartree: -1218.60149

Entry 12:
7 unconnected molecules or ions with the total composition H14O7. Source: the Open Molecules 2025 dataset; level of theory: ωB97M-V/def2-TZVPD.

Atoms and positions in Å:
H1 0.760 0.109 -1.093
H2 -2.877 -0.662 -0.404
H3 -2.487 -2.417 -1.584
H4 -0.458 -0.531 -0.460
H5 -1.498 2.143 1.573
H6 3.648 0.402 -1.683
H7 0.639 3.233 2.200
H8 4.824 -0.149 -0.906
H9 -1.987 0.824 1.012
H10 1.597 -0.328 1.528
O1 2.508 -0.623 1.562
H11 0.301 2.660 0.840
O2 -2.270 1.720 1.195
O3 0.364 -0.089 -0.244
O4 -2.837 -2.813 -2.382
O5 4.166 -0.393 -1.557
H12 -2.419 -1.261 0.908
O6 -0.045 3.227 1.530
H13 2.516 -1.435 1.056
O7 -2.159 -1.154 -0.007
H14 -2.287 -2.463 -3.084

Summary:
Energy relative to the best compared isomer or geometry (same formula, charge and spin), kJ/mol: 160.56
Maximum force, eV/A: 0.91
LUMO level, eV: -0.011
Total charge: 0
E_tot, hartree: -535.06268